[1]
126
Properties=species:S:1:pos:R:3:forces:R:3:lowdin_charge:R:1 method="wB97M-V/def2-TZVPD" homo_lumo_gap_ev=7.84 charge=+6
N -0.321304 -0.663325 1.002193 -0.61 2.85 0.23 -0.619
O -0.974174 -0.314845 -0.005037 0.68 0.02 -0.90 -0.049
O 0.639976 -0.001985 1.441603 0.98 0.53 -0.96 -0.064
O -0.748944 -1.533845 1.703183 -1.21 -3.66 1.55 -0.011
C -3.575494 -4.898955 0.603573 -0.42 -0.46 -0.48 -0.028
C -3.964084 -3.717975 -0.295227 0.24 -0.60 2.14 -0.231
C -5.133674 -2.772305 0.208513 0.70 -0.49 -0.88 -0.142
O -4.785064 -1.953765 1.294353 1.11 -0.37 0.63 -0.190
C -5.317624 -0.658675 1.373293 -0.14 1.60 -0.46 -0.085
N -2.677714 -2.884885 -0.484167 -1.70 0.06 -1.97 0.235
H -2.320994 -3.096155 -1.405157 0.67 -0.87 -0.26 0.164
H -2.992314 -1.953225 -0.714687 0.36 1.11 1.12 0.131
H -1.915444 -2.933095 0.176673 0.01 0.45 0.88 0.127
H -2.780684 -5.473775 0.128223 0.51 0.27 0.23 0.095
H -4.338174 -5.676105 0.653163 -0.52 0.39 -0.03 0.107
H -3.348984 -4.622165 1.633223 0.24 0.21 -0.18 0.061
H -4.183574 -4.091675 -1.295367 -0.37 0.11 0.13 0.157
H -6.027754 -3.326555 0.494053 0.06 -0.39 -0.52 0.152
H -5.291404 -2.243425 -0.731437 -0.75 0.85 0.22 0.124
H -6.331304 -0.513325 1.746693 -0.42 -0.87 -0.46 0.110
H -5.176434 -0.131815 0.429583 -0.45 -0.12 -0.43 0.075
H -4.790784 0.020865 2.043183 0.85 -0.73 0.43 0.078
C 1.411106 7.608825 -0.867807 -1.17 -0.13 -0.93 -0.012
C 0.575796 6.288075 -0.855547 0.15 3.10 0.98 -0.249
C 1.277746 5.005355 -0.480207 -1.80 0.26 -0.32 -0.133
O 0.194986 4.050505 -0.384937 1.36 0.74 0.76 -0.207
C 0.475496 2.943025 0.437123 -0.52 -1.63 -0.32 -0.105
N -0.549564 6.642185 0.198873 -0.02 -1.97 -1.33 0.230
H -0.907854 7.574435 0.048413 0.31 0.74 0.50 0.169
H -1.306694 6.039035 -0.089367 -0.55 -0.40 0.17 0.140
H -0.361514 6.362445 1.150973 0.35 0.62 0.50 0.166
H 0.726766 8.337625 -1.302137 -0.02 0.18 -0.35 0.090
H 2.230656 7.577505 -1.585757 0.31 -0.07 0.55 0.108
H 1.585216 8.085505 0.096853 0.80 -0.70 0.18 0.101
H -0.066624 6.341485 -1.734497 0.62 -0.94 -0.43 0.151
H 1.777306 5.188535 0.471103 0.16 -0.33 0.17 0.141
H 1.993336 4.725135 -1.253187 0.09 0.01 0.05 0.151
H 0.597976 3.050835 1.514833 -0.30 1.03 0.24 0.074
H 1.362056 2.363185 0.180423 0.16 0.19 -0.66 0.080
H -0.377404 2.284035 0.274643 0.14 -0.22 0.20 0.072
C -0.420234 2.283465 -6.482087 0.10 -0.49 -0.26 -0.095
C -1.507014 3.096605 -5.804617 -0.18 -1.06 1.31 -0.198
C -2.603884 2.149065 -5.160667 0.28 0.60 -0.08 -0.115
N -3.631344 2.855905 -4.350687 -1.19 2.54 0.90 -0.256
C -3.067934 3.804015 -3.144127 -0.77 -1.50 -0.37 -0.029
C -2.380864 2.989555 -1.979857 -0.73 0.54 -0.73 -0.141
C -3.308574 1.898695 -1.422407 -1.61 1.45 0.14 -0.197
C -4.040374 1.158995 -2.537767 -0.03 -1.14 -0.32 -0.166
C -4.680844 1.872535 -3.787627 2.26 0.31 1.74 -0.048
C -4.361284 3.844795 -5.275757 0.34 -0.29 0.01 0.025
H 0.432016 2.930735 -6.689037 -0.21 -0.03 -0.57 0.089
H -0.815724 1.766145 -7.356197 0.28 0.39 -0.35 0.092
H 0.009886 1.474475 -5.891637 -0.27 0.03 0.55 0.072
H -1.837564 3.905395 -6.456297 -0.54 -0.43 -0.11 0.120
H -1.012344 3.604795 -4.976877 -0.11 0.11 0.30 0.093
H -2.183284 1.425525 -4.462317 0.57 0.07 -0.23 0.119
H -3.246834 1.569895 -5.823447 0.58 0.05 -0.68 0.138
H -2.433964 4.605445 -3.523467 0.33 -0.61 -0.54 0.114
H -3.998634 4.343515 -2.968467 -0.05 -0.28 1.04 0.127
H -1.416164 2.647765 -2.354877 -0.10 -0.53 -0.20 0.111
H -2.055534 3.680085 -1.201767 -0.36 0.21 0.02 0.086
H -2.939954 1.252975 -0.625377 0.95 -0.47 -0.73 0.088
H -4.104574 2.331535 -0.816497 -0.13 1.03 -0.13 0.114
H -3.291844 0.415275 -2.811027 -0.30 -0.32 -0.88 0.101
H -4.883394 0.607335 -2.121717 0.03 -0.18 0.17 0.106
H -4.930534 1.108865 -4.524217 0.06 0.32 -0.18 0.142
H -5.568414 2.434895 -3.497677 0.16 0.07 -0.11 0.139
H -3.715474 4.717315 -5.374377 0.01 -0.29 -0.58 0.105
H -5.319484 4.231995 -4.929297 0.07 -0.47 0.68 0.116
H -4.568424 3.293285 -6.192827 0.26 0.39 -0.18 0.124
C 10.156776 -7.317165 -0.707447 -0.25 0.58 -1.13 0.075
N 9.077246 -6.265785 -0.707047 0.17 1.34 -0.06 -0.074
C 9.395376 -4.964615 -1.048837 -0.60 -0.52 1.08 0.056
C 8.445426 -3.956895 -0.985887 -0.31 -0.16 -1.26 0.064
C 7.071916 -4.237825 -0.791037 2.39 -1.81 1.40 -0.148
C 6.789186 -5.564155 -0.475937 0.66 -1.37 -0.95 0.075
C 7.806496 -6.613365 -0.500947 -1.00 2.24 -0.57 0.070
C 6.066906 -3.193215 -0.663567 -0.74 0.19 -0.38 -0.149
C 5.927376 -2.201785 -1.618537 1.22 0.62 -0.66 0.062
C 5.036956 -1.161265 -1.497307 -1.24 -1.55 1.30 0.068
N 4.083416 -1.290485 -0.508327 0.90 -0.54 0.21 -0.078
C 4.184756 -2.225805 0.492873 1.45 -0.73 -1.70 0.056
C 5.201656 -3.187615 0.403493 -1.24 0.65 0.76 0.053
C 3.023756 -0.303055 -0.459517 0.04 1.45 1.16 -0.003
H 11.094586 -6.992105 -0.256947 -0.45 0.23 0.54 0.122
H 10.386366 -7.371055 -1.771627 0.05 -0.84 -0.01 0.123
H 9.747396 -8.226725 -0.267917 0.29 0.11 -0.20 0.115
H 10.432636 -4.807465 -1.305337 0.04 0.21 0.10 0.159
H 8.700936 -2.947475 -1.272567 0.50 0.03 0.15 0.136
H 5.733956 -5.787415 -0.420727 0.07 -0.73 0.33 0.129
H 7.666766 -7.682575 -0.561607 -0.67 -0.03 0.72 0.156
H 6.633416 -2.255525 -2.434037 -0.08 0.47 -0.29 0.147
H 4.945326 -0.282135 -2.117897 0.09 -0.25 -0.25 0.153
H 3.510876 -2.316625 1.331933 -0.48 0.70 -0.32 0.150
H 5.270716 -3.935775 1.179303 0.03 0.04 0.12 0.141
H 3.161576 0.474575 -1.210777 -0.05 -0.47 -0.28 0.106
H 3.221026 0.208845 0.482363 -0.60 0.15 0.13 0.103
H 2.002276 -0.683095 -0.444017 0.36 -0.26 -0.16 0.094
C -3.684794 -4.999685 4.415303 -0.52 -0.51 1.16 0.028
N -3.019404 -3.728195 4.638733 -3.01 3.40 -1.13 -0.089
C -1.854544 -3.780015 5.194573 2.20 1.44 0.72 -0.012
C -1.057224 -2.631575 5.211163 0.06 1.48 0.04 0.078
C -1.540604 -1.339595 4.813723 1.69 -1.45 0.62 -0.088
C -2.859794 -1.308485 4.373763 -0.86 -0.45 -0.07 0.025
C -3.624674 -2.478895 4.303733 2.20 -2.01 0.08 0.095
C -0.623804 -0.063175 4.949643 0.35 -2.85 -1.49 -0.089
C -1.145984 1.023035 5.595143 -0.34 -1.07 -0.02 0.022
C -0.407844 2.140855 5.632593 2.10 3.30 -0.77 0.054
N 0.876656 2.315315 5.082863 -2.08 -5.32 -1.43 -0.079
C 1.419796 1.219395 4.434743 -2.28 -1.35 1.27 0.057
C 0.678066 -0.007915 4.382783 0.16 1.67 0.85 0.053
C 1.472246 3.570615 4.876553 -0.48 2.47 1.10 -0.001
H -4.667044 -4.883325 3.957333 0.42 -0.08 -0.43 0.118
H -3.876224 -5.395325 5.412763 -0.12 -0.31 0.00 0.128
H -2.936334 -5.641435 3.950473 -0.66 -0.14 -0.44 0.118
H -1.614694 -4.714815 5.679353 0.61 -0.13 -0.28 0.168
H -0.036984 -2.693705 5.559933 -0.04 -0.20 0.29 0.132
H -3.288074 -0.375275 4.038953 -0.29 -0.02 0.07 0.125
H -4.622844 -2.622895 3.917303 0.00 0.54 -0.07 0.137
H -2.129934 0.908185 6.025313 -0.05 0.66 0.18 0.153
H -0.848014 3.086035 5.914143 0.09 0.01 0.63 0.152
H 2.395006 1.264805 3.972873 0.03 0.43 0.15 0.147
H 1.164116 -0.858965 3.929053 -0.31 0.04 -0.19 0.117
H 0.823446 4.210185 5.474973 0.63 0.67 0.11 0.112
H 1.344286 3.936275 3.857723 0.39 -0.39 -0.10 0.100
H 2.489906 3.608545 5.265203 -0.06 0.04 -0.25 0.134

[2]
140
Properties=species:S:1:pos:R:3:forces:R:3:lowdin_charge:R:1 method="wB97M-V/def2-TZVPD" homo_lumo_gap_ev=7.83 charge=0
C 3.214231 -6.461056 -3.866745 0.23 -0.80 -0.43 -0.088
C 3.103249 -6.698208 -5.395696 -0.53 -0.12 0.75 -0.234
C 2.148031 -5.753585 -6.132098 0.64 0.10 -0.40 -0.176
C 2.394887 -4.245781 -5.899560 -0.24 -0.21 -0.37 -0.181
N 1.204645 -3.523131 -5.396036 0.34 0.03 0.69 0.005
C 0.997366 -3.691796 -3.977038 0.03 -0.03 0.01 -0.169
C 1.944786 -3.117027 -3.014858 -0.60 -0.75 -0.35 -0.117
C 3.115339 -2.276289 -3.493312 -0.21 0.75 0.86 -0.020
C 4.461515 -2.791824 -3.031908 0.39 -0.61 -0.93 -0.418
O 5.032271 -3.653125 -3.630025 0.17 -0.12 0.06 0.148
O 5.049821 -2.204743 -1.922879 -0.95 -0.18 0.05 0.063
C 4.940738 -2.962758 -0.739803 0.23 -0.07 0.47 -0.495
C 5.571132 -4.320188 -0.738381 0.32 0.31 -0.92 0.042
O 4.394552 -2.460136 0.185712 0.01 0.29 0.34 0.142
C 1.740932 -3.340499 -1.694932 0.67 0.41 0.57 0.040
C 0.632922 -4.090303 -1.237691 -1.14 -0.71 -0.55 -0.329
N 0.297253 -4.385371 0.005274 0.43 0.28 1.15 -0.242
S -1.065654 -5.232604 0.008759 0.45 0.19 -1.20 1.031
N -1.311606 -5.294448 -1.602273 -0.47 -0.44 0.53 -0.197
C -0.328385 -4.633499 -2.171947 1.36 0.86 -0.35 -0.299
C -0.103189 -4.398759 -3.577622 -0.66 -0.56 -0.17 -0.097
C -1.139964 -4.954779 -4.538691 -0.33 0.45 -0.24 -0.114
C -1.849284 -3.859666 -5.372796 0.23 0.25 0.48 -0.159
C -2.336115 -2.610916 -4.614874 0.08 -0.21 0.29 -0.086
C -3.582780 -2.810804 -3.785270 -0.70 0.93 -0.12 -0.487
O -4.614501 -2.268139 -4.104477 -0.14 -0.21 -0.19 0.101
O -3.523729 -3.566766 -2.675678 0.50 -0.50 -0.77 -0.009
C -4.791597 -4.105562 -2.281276 -0.18 -0.65 1.09 -0.218
C -4.567366 -5.354029 -1.435397 0.04 0.11 -0.56 -0.079
H 3.217365 -7.439011 -3.378503 0.02 0.07 0.11 0.070
H 2.371859 -5.913089 -3.447913 0.12 0.22 -0.04 0.059
H 4.178230 -6.009753 -3.643830 -0.22 0.38 0.25 0.050
H 2.709139 -7.709058 -5.524593 0.11 -0.01 -0.24 0.099
H 4.109744 -6.698867 -5.815467 -0.07 0.15 -0.19 0.105
H 1.117124 -6.030691 -5.928510 -0.03 0.13 0.19 0.088
H 2.300936 -5.935767 -7.199907 -0.22 -0.06 -0.01 0.105
H 3.281833 -4.134733 -5.268514 -0.07 0.05 0.06 0.088
H 2.621473 -3.795300 -6.867625 0.09 0.10 0.08 0.120
H 1.293856 -2.524173 -5.553753 0.10 -0.10 -0.34 0.118
H 3.122091 -2.229618 -4.575351 0.18 0.09 0.00 0.110
H 2.986648 -1.272466 -3.079372 -0.01 0.04 -0.19 0.141
H 6.495905 -4.254471 -1.312952 0.03 -0.13 0.07 0.100
H 5.768295 -4.672069 0.266535 -0.27 0.03 0.08 0.098
H 4.925318 -4.994074 -1.305943 -0.02 -0.15 0.20 0.092
H 2.424196 -2.938841 -0.954613 -0.17 0.05 0.02 0.112
H -1.874350 -5.533380 -3.979665 0.06 0.08 0.16 0.102
H -0.690429 -5.640455 -5.254780 0.12 -0.02 0.06 0.096
H -1.125020 -3.504715 -6.101136 -0.08 -0.03 -0.15 0.093
H -2.709391 -4.259763 -5.914218 0.11 -0.23 0.01 0.121
H -2.628395 -1.874630 -5.360056 -0.04 0.07 0.06 0.120
H -1.562629 -2.142132 -3.998893 0.13 -0.27 0.02 0.124
H -5.395760 -4.403625 -3.135827 0.10 0.42 -0.23 0.125
H -5.343783 -3.384912 -1.678247 0.03 0.26 -0.27 0.125
H -3.853243 -5.188724 -0.632981 -0.23 0.08 0.17 0.032
H -5.548900 -5.646411 -1.060614 0.12 -0.09 0.25 0.080
H -4.183396 -6.167245 -2.052686 0.05 0.00 0.04 0.074
C -1.374432 -1.585213 3.372257 0.04 -0.12 -0.02 -0.350
O -1.784241 -1.311902 4.490851 -0.01 0.07 0.05 -0.019
N -1.392328 -0.755367 2.322366 0.02 -0.07 0.03 -0.183
C -0.882305 -1.156158 1.026288 -0.11 0.18 0.07 -0.047
C -1.936994 0.586413 2.483014 0.09 -0.23 0.14 -0.032
H -0.940572 -2.572267 3.136754 0.00 0.01 0.00 0.133
H -0.066451 -0.492161 0.733536 0.00 -0.05 -0.12 0.094
H -1.681193 -1.092402 0.284128 0.09 -0.01 -0.10 0.095
H -0.511443 -2.178523 1.063960 0.02 0.01 0.05 0.048
H -1.371782 1.117564 3.250931 -0.07 0.05 0.01 0.096
H -2.977601 0.519493 2.803572 0.00 0.09 0.01 0.095
H -1.879136 1.130222 1.545721 0.01 -0.14 0.11 0.044
C -2.584211 3.921292 0.346251 0.10 -0.01 -0.04 -0.335
O -2.416580 2.711808 0.416485 -0.10 0.22 -0.19 -0.022
N -3.756260 4.542828 0.516206 0.05 0.13 0.02 -0.180
C -3.885127 5.989985 0.417984 -0.51 -0.61 0.79 -0.074
C -4.933729 3.742575 0.807512 0.19 -0.10 -0.03 -0.034
H -1.754375 4.614583 0.130552 -0.02 0.01 0.00 0.138
H -4.262633 6.375798 1.370869 -0.04 0.05 -0.05 0.092
H -4.587268 6.234343 -0.371151 0.00 0.17 0.00 0.084
H -2.935401 6.450268 0.200788 0.12 -0.10 -0.03 0.060
H -4.779390 3.179313 1.728829 -0.08 -0.03 -0.01 0.091
H -5.107796 3.032315 -0.001698 -0.06 -0.03 0.05 0.093
H -5.799619 4.390030 0.916969 0.04 0.06 -0.01 0.088
C 3.358706 -3.920705 6.436462 0.05 -0.05 0.04 -0.364
O 2.893808 -5.009533 6.718147 -0.05 0.01 -0.04 0.004
N 2.662970 -2.898263 5.909173 0.15 0.11 -0.11 -0.189
C 3.276562 -1.623856 5.594740 -0.27 0.01 0.03 -0.054
C 1.245971 -3.076373 5.648504 0.10 -0.19 0.15 -0.040
H 4.424412 -3.680163 6.596304 -0.01 0.04 -0.01 0.129
H 2.788048 -0.832264 6.167369 0.05 0.04 -0.02 0.080
H 3.168135 -1.414814 4.527295 0.07 0.07 0.01 0.086
H 4.335624 -1.642629 5.845470 0.00 -0.06 0.01 0.080
H 0.737335 -3.314436 6.582747 -0.13 0.01 -0.07 0.098
H 1.098997 -3.905001 4.953219 -0.07 0.01 0.02 0.093
H 0.827444 -2.165978 5.227682 0.05 0.04 0.04 0.065
C -2.732124 7.276101 -2.754091 0.02 -0.02 0.04 -0.321
O -3.150815 7.509953 -1.632254 0.26 0.46 -0.68 -0.022
N -2.769106 8.139185 -3.781327 0.05 -0.05 -0.12 -0.195
C -2.255530 7.800268 -5.094831 -0.12 0.21 0.10 -0.054
C -3.345358 9.456718 -3.563179 -0.01 -0.14 0.17 -0.034
H -2.278283 6.305780 -3.018259 0.00 0.01 -0.02 0.140
H -1.456932 8.492040 -5.368833 0.02 -0.06 -0.09 0.091
H -3.055752 7.869797 -5.833781 0.07 -0.04 -0.08 0.091
H -1.860789 6.786605 -5.096315 -0.01 -0.01 0.05 0.083
H -2.792460 9.975739 -2.779586 -0.05 0.06 -0.01 0.091
H -4.382350 9.357489 -3.241664 0.00 0.08 0.01 0.095
H -3.302846 10.034488 -4.482641 0.03 -0.05 -0.03 0.087
C -0.416563 -0.309339 7.540126 0.14 -0.17 -0.31 -0.345
O 0.722381 -0.256362 7.977995 -0.04 0.08 0.10 -0.005
N -1.504292 0.181467 8.159317 -0.10 0.03 0.03 -0.194
C -2.826056 0.080322 7.570005 0.08 0.05 0.15 -0.051
C -1.344491 0.827556 9.449959 0.18 -0.09 -0.12 -0.046
H -0.648892 -0.775933 6.570338 -0.08 0.01 0.02 0.107
H -3.241726 1.079868 7.421985 -0.09 -0.04 -0.03 0.088
H -3.484495 -0.483907 8.234537 -0.08 0.02 -0.06 0.088
H -2.771073 -0.426900 6.608290 0.07 0.01 0.00 0.067
H -0.669600 1.679495 9.356525 0.00 0.01 0.09 0.090
H -0.910847 0.126118 10.163848 0.01 0.07 0.06 0.091
H -2.310990 1.166974 9.814463 -0.03 -0.02 -0.05 0.083
C -5.478698 9.862909 2.842689 -0.11 -0.01 0.06 -0.361
O -6.338448 9.586658 2.029619 0.06 -0.01 -0.05 0.012
N -4.166545 9.988309 2.561977 0.13 0.03 0.13 -0.199
C -3.187853 10.319104 3.577790 0.00 -0.05 -0.28 -0.061
C -3.726256 9.782914 1.191770 -0.25 -0.01 -0.02 -0.035
H -5.712093 10.037364 3.907408 0.04 0.01 0.00 0.131
H -2.682443 11.251236 3.316296 0.06 0.00 0.10 0.088
H -2.445629 9.521396 3.651362 0.05 0.06 0.09 0.088
H -3.672458 10.440007 4.544399 -0.04 -0.01 -0.02 0.081
H -4.226038 10.496739 0.535651 0.03 -0.05 -0.08 0.095
H -3.989526 8.779358 0.860954 0.03 0.03 -0.11 0.068
H -2.649908 9.915867 1.115053 0.01 0.01 0.11 0.089
C 9.037769 1.248154 0.044691 0.10 0.07 0.02 -0.361
O 9.355895 1.674403 -1.047883 -0.06 -0.04 -0.03 0.012
N 8.019650 0.394671 0.270266 -0.01 -0.03 0.17 -0.198
C 7.687150 -0.079415 1.598974 -0.10 -0.02 -0.26 -0.055
C 7.230528 -0.063188 -0.860805 0.26 0.17 -0.01 -0.033
H 9.573928 1.535533 0.965734 -0.03 -0.02 0.02 0.131
H 7.769398 -1.167963 1.635877 -0.03 0.00 0.12 0.088
H 6.663850 0.207089 1.849798 0.01 -0.06 0.10 0.091
H 8.364622 0.350501 2.333840 0.03 0.02 -0.04 0.081
H 7.876936 -0.575910 -1.574596 -0.09 0.00 -0.07 0.099
H 6.775720 0.792451 -1.361119 -0.04 -0.08 -0.08 0.099
H 6.454077 -0.738767 -0.519529 -0.01 0.06 0.10 0.057

| no. | E_tot (Ha) |
| --- | --- |
| 1 | -2417.155429 |
| 2 | -3456.499434 |